1.
The following is a DFT calculation (wB97M-V/def2-TZVPD) of a molecular structure, C41H55N11O6S3Zr.

Calculated values
Charge   +2
2S+1   1
Relative energy (zero: lowest compared OMol25 entry of this formula, charge and spin)   50.17 kcal/mol

Last column: Mulliken charge in e.
Atoms and positions in Å:
1 Zr -0.944 -0.315 0.019  -1.4814
2 C -3.765 4.138 -1.220  -1.8631
3 C -2.853 3.019 -0.833  0.6303
4 N -1.671 2.853 -1.278  0.8252
5 O -1.299 3.760 -2.224  -0.6271
6 C -3.264 2.009 0.187  0.1353
7 C -4.343 2.281 1.175  -2.0551
8 N -2.602 0.910 0.171  1.2911
9 O -2.654 -0.038 1.119  -0.5236
10 H -3.543 4.453 -2.238  0.4975
11 H -3.607 5.000 -0.568  0.3087
12 H -4.809 3.841 -1.143  0.4430
13 H -0.356 3.569 -2.347  0.3227
14 H -4.294 3.309 1.533  0.4137
15 H -4.240 1.588 2.008  0.4697
16 H -5.326 2.126 0.726  0.4207
17 N 4.369 -2.638 6.428  -0.4541
18 C 3.451 -2.447 5.454  1.1928
19 C 2.253 -1.754 5.718  -1.0809
20 C 1.323 -1.547 4.730  -0.6164
21 C 1.571 -2.028 3.446  -0.2412
22 C 2.755 -2.706 3.156  -0.5276
23 C 3.680 -2.922 4.148  -0.9908
24 S 0.481 -1.739 2.118  2.5385
25 O 0.843 -2.670 1.051  -1.1519
26 O -0.934 -1.741 2.428  -0.5389
27 N 0.720 -0.280 1.400  0.6201
28 C 0.383 0.863 2.072  0.5047
29 N 0.785 1.091 3.319  -0.5463
30 C 0.507 2.281 3.832  -0.8461
31 C -0.177 3.259 3.124  -1.1565
32 C -0.623 2.899 1.869  -0.2365
33 N -0.352 1.715 1.328  0.7158
34 H 4.182 -2.360 7.374  0.1981
35 H 5.197 -3.178 6.257  0.1980
36 H 2.069 -1.377 6.716  0.3253
37 H 0.401 -1.020 4.930  0.5312
38 H 2.928 -3.076 2.155  0.5514
39 H 4.591 -3.466 3.933  0.3296
40 H 0.847 2.440 4.850  0.5514
41 H -0.373 4.238 3.534  0.5345
42 H -1.218 3.575 1.264  0.4601
43 O 0.693 -1.320 -1.166  -0.6948
44 H 1.442 -0.686 -1.199  0.1839
45 H 0.947 -2.003 -0.497  0.5674
46 N -2.385 -0.068 -7.307  -0.3403
47 C -3.040 -0.626 -6.266  0.1404
48 O -4.007 -1.348 -6.376  -0.5864
49 C -2.478 -0.338 -4.894  0.8290
50 C -1.137 -0.108 -4.624  -1.3471
51 C -0.734 0.031 -3.307  -0.6650
52 N -1.565 -0.060 -2.267  1.6498
53 C -2.864 -0.260 -2.539  -0.5381
54 C -3.355 -0.398 -3.818  -1.0181
55 H -2.750 -0.227 -8.232  0.2580
56 H -1.674 0.632 -7.199  0.1846
57 H -0.399 -0.063 -5.413  0.4660
58 H 0.307 0.227 -3.085  0.4160
59 H -3.533 -0.326 -1.691  0.4702
60 H -4.405 -0.582 -4.002  0.5898
61 C 6.476 1.635 -0.852  -0.9463
62 C 6.151 0.169 -1.133  -0.7510
63 C 4.656 -0.165 -1.082  -0.5324
64 C 4.009 0.072 0.290  0.1613
65 N 3.649 1.464 0.550  -0.0475
66 C 2.625 2.158 0.040  -0.2003
67 S 1.547 1.525 -1.111  -0.0432
68 N 2.505 3.428 0.462  0.0180
69 C 1.649 4.435 -0.164  0.2953
70 C 2.229 4.976 -1.474  -0.6312
71 C 3.648 5.535 -1.343  -0.4029
72 C 3.743 6.734 -0.401  -1.2779
73 H 7.529 1.828 -1.050  0.4540
74 H 6.288 1.894 0.191  0.1884
75 H 5.888 2.295 -1.494  0.1842
76 H 6.682 -0.464 -0.417  0.3227
77 H 6.516 -0.089 -2.129  0.3931
78 H 4.534 -1.222 -1.334  0.4732
79 H 4.127 0.424 -1.833  0.1759
80 H 4.706 -0.222 1.077  0.6915
81 H 3.118 -0.536 0.406  -0.8776
82 H 4.256 1.964 1.181  0.3632
83 H 3.257 3.800 1.025  0.3866
84 H 1.519 5.237 0.562  0.7646
85 H 0.676 3.982 -0.349  -1.1330
86 H 1.559 5.760 -1.836  0.5798
87 H 2.234 4.169 -2.209  0.2870
88 H 3.980 5.844 -2.335  0.4451
89 H 4.331 4.742 -1.020  0.0071
90 H 3.138 7.558 -0.781  0.2991
91 H 4.773 7.077 -0.319  0.3987
92 H 3.393 6.490 0.604  0.2918
93 N -1.740 -2.220 -0.463  -0.1425
94 S -3.223 -2.601 0.081  0.5721
95 C -3.854 -3.705 -1.211  0.5614
96 C -3.295 -3.636 -2.477  -0.4213
97 C -3.802 -4.442 -3.486  -0.7753
98 C -4.851 -5.308 -3.219  -0.5815
99 C -5.408 -5.361 -1.948  -0.7132
100 C -4.921 -4.549 -0.937  -0.4505
101 C -2.959 -3.844 1.346  0.7022
102 C -3.342 -3.553 2.645  -0.3544
103 C -3.121 -4.498 3.635  -0.6649
104 C -2.513 -5.705 3.321  -0.5909
105 C -2.123 -5.977 2.015  -0.8448
106 C -2.344 -5.044 1.018  -0.3523
107 H -1.131 -3.035 -0.438  0.5730
108 H -2.467 -2.965 -2.661  0.4521
109 H -3.377 -4.386 -4.479  0.4422
110 H -5.236 -5.945 -4.004  0.4148
111 H -6.227 -6.036 -1.741  0.4343
112 H -5.358 -4.577 0.053  0.4804
113 H -3.787 -2.594 2.877  0.4822
114 H -3.427 -4.293 4.651  0.4641
115 H -2.337 -6.439 4.096  0.4398
116 H -1.654 -6.920 1.770  0.4598
117 H -2.049 -5.253 -0.004  0.4386

2.
The following is a DFT calculation (wB97M-V/def2-TZVPD) of a molecular structure, C41H56AgNP2Si4Te.

Calculated values
2S+1   1
Relative energy (zero: lowest compared OMol25 entry of this formula, charge and spin)   0.00 kcal/mol

Last column: Mulliken charge in e.
Atoms and positions in Å:
1 Ag 0.058 0.408 0.965  0.0007
2 C -3.503 1.598 1.070  -1.6133
3 N -3.856 0.230 0.763  0.6399
4 C -3.212 -0.833 1.486  -1.5967
5 P -1.582 -1.369 0.721  0.4810
6 C -1.338 -2.996 1.493  1.1388
7 C -1.306 -3.051 2.887  -0.5048
8 C -1.068 -4.250 3.539  -0.6835
9 C -0.841 -5.405 2.805  -0.5625
10 C -0.855 -5.356 1.419  -0.7743
11 C -1.105 -4.158 0.763  -0.5874
12 C -2.099 -1.685 -0.988  0.6828
13 C -3.130 -2.570 -1.308  0.1434
14 C -3.571 -2.685 -2.614  -0.8298
15 C -2.987 -1.918 -3.616  -0.7425
16 C -1.957 -1.043 -3.310  -0.7045
17 C -1.516 -0.928 -1.999  0.0676
18 C -4.831 -0.063 -0.211  0.2363
19 C -4.854 0.616 -1.428  0.0587
20 C -5.816 0.322 -2.382  -0.9296
21 C -6.763 -0.664 -2.152  -0.6028
22 C -6.748 -1.341 -0.940  -0.6483
23 C -5.802 -1.039 0.025  -0.5094
24 P -1.863 2.235 0.415  1.4417
25 C -1.560 3.605 1.580  0.8889
26 C -1.530 4.947 1.217  -0.6787
27 C -1.210 5.920 2.155  -0.6517
28 C -0.917 5.563 3.462  -0.5620
29 C -0.931 4.224 3.830  -0.8276
30 C -1.241 3.254 2.893  -0.4498
31 C -2.304 3.053 -1.153  -0.3758
32 C -3.413 3.889 -1.292  0.2216
33 C -3.730 4.438 -2.523  -0.9181
34 C -2.938 4.160 -3.632  -0.5280
35 C -1.827 3.342 -3.503  -0.6510
36 C -1.512 2.791 -2.268  -0.2089
37 H -3.430 1.709 2.158  0.5171
38 H -4.315 2.247 0.740  0.5888
39 H -3.852 -1.713 1.535  0.3618
40 H -3.012 -0.522 2.516  0.6517
41 H -1.440 -2.146 3.471  0.3376
42 H -1.043 -4.278 4.621  0.4020
43 H -0.645 -6.341 3.312  0.3882
44 H -0.668 -6.252 0.842  0.4046
45 H -1.108 -4.128 -0.319  0.4278
46 H -3.596 -3.164 -0.531  0.5033
47 H -4.381 -3.362 -2.852  0.4712
48 H -3.339 -2.004 -4.636  0.3978
49 H -1.496 -0.445 -4.087  0.5050
50 H -0.714 -0.240 -1.754  -0.1467
51 H -4.095 1.354 -1.646  0.4797
52 H -5.805 0.858 -3.323  0.4345
53 H -7.505 -0.900 -2.903  0.4122
54 H -7.491 -2.102 -0.734  0.4090
55 H -5.830 -1.558 0.975  0.4807
56 H -1.742 5.242 0.198  0.3357
57 H -1.183 6.961 1.858  0.4053
58 H -0.662 6.323 4.189  0.3749
59 H -0.677 3.934 4.841  0.4121
60 H -1.200 2.208 3.181  0.3078
61 H -4.035 4.115 -0.433  0.4638
62 H -4.594 5.082 -2.621  0.4394
63 H -3.189 4.587 -4.595  0.4011
64 H -1.203 3.131 -4.362  0.4648
65 H -0.643 2.152 -2.168  0.3515
66 C 1.814 -2.693 -0.705  -0.2091
67 Si 3.041 -2.290 0.670  -0.1826
68 C 2.251 -2.660 2.332  -0.6009
69 C 4.515 -3.438 0.413  -1.0354
70 Si 3.749 -0.063 0.548  -0.0872
71 Te 2.289 1.563 1.769  -0.5427
72 Si 3.797 0.601 -1.691  0.1795
73 C 4.611 2.288 -1.839  -1.1350
74 C 4.733 -0.631 -2.769  -0.9971
75 C 2.027 0.730 -2.328  -0.2914
76 Si 5.864 0.135 1.525  0.4849
77 C 5.854 -0.742 3.189  -1.0542
78 C 7.203 -0.613 0.429  -1.0167
79 C 6.259 1.950 1.806  -1.0538
80 H 1.479 -3.731 -0.620  0.3722
81 H 2.272 -2.568 -1.689  0.4514
82 H 0.932 -2.049 -0.666  -0.5033
83 H 1.801 -3.657 2.342  0.1519
84 H 1.472 -1.927 2.555  0.0427
85 H 2.991 -2.604 3.133  0.4272
86 H 4.189 -4.482 0.412  0.3700
87 H 5.260 -3.320 1.202  0.2470
88 H 5.006 -3.239 -0.542  0.2972
89 H 5.674 2.233 -1.589  0.2329
90 H 4.140 2.996 -1.155  0.3214
91 H 4.525 2.681 -2.856  0.3773
92 H 5.767 -0.739 -2.434  0.2327
93 H 4.750 -0.304 -3.812  0.3915
94 H 4.271 -1.621 -2.737  0.2897
95 H 1.450 1.363 -1.646  -0.3586
96 H 1.559 -0.257 -2.369  -0.0001
97 H 1.993 1.171 -3.329  0.5676
98 H 5.703 -1.818 3.076  0.2494
99 H 5.046 -0.354 3.813  0.2937
100 H 6.798 -0.589 3.720  0.3929
101 H 6.997 -1.660 0.200  0.3015
102 H 8.179 -0.560 0.918  0.3940
103 H 7.276 -0.072 -0.517  0.2445
104 H 5.499 2.413 2.438  0.2980
105 H 6.287 2.501 0.864  0.2504
106 H 7.230 2.064 2.296  0.3634

Number 1: M 985.39 g/mol, frontier orbital gap 7.7 eV. Number 2: M 972.67 g/mol, frontier orbital gap 6.9 eV.